(1)
# C49H98F12O26S

A 10-piece molecular cluster, C49H98F12O26S overall at a distorted geometry (ωB97M-V/def2-TZVPD, OMol25).

Structure (XYZ):
```
186
Properties=species:S:1:pos:R:3:forces:R:3:lowdin_charge:R:1
C 0.57267 5.70613 10.26159 -0.2 0.9 -0.4 -0.052
C -0.14390 4.59407 9.50569 -0.3 -0.3 0.3 -0.177
O 0.23687 4.40387 8.12202 0.4 0.0 0.6 0.046
C -0.27617 5.23531 7.26113 1.0 0.1 -1.1 -0.426
O -1.07481 6.09124 7.44693 -0.7 0.7 0.2 0.181
C 0.34816 5.01741 5.83639 0.1 -2.1 0.9 -0.558
F 1.24524 5.89960 5.49837 0.5 1.4 -0.1 0.201
F 0.99742 3.81457 5.72991 -0.7 0.4 0.2 0.123
F -0.64485 5.02145 4.97858 -0.5 0.1 -0.9 0.186
H 0.91399 6.53049 9.61145 -0.1 -0.5 0.1 0.090
H 1.40353 5.39290 10.88707 0.1 -0.3 -0.2 0.073
H -0.16321 6.17953 10.90952 0.0 0.0 0.2 0.077
H -1.23167 4.69267 9.60503 0.3 0.2 -0.5 0.129
H 0.09758 3.63237 9.90184 0.2 -0.6 0.5 0.114
C -0.04973 2.17739 1.98462 -0.9 -1.7 -1.5 -0.013
C 0.43051 0.70976 1.90744 0.1 1.4 -0.5 -0.115
O 1.30781 0.48484 0.73668 0.6 -0.5 0.7 0.027
C 0.79284 0.40987 -0.45570 -1.2 0.6 1.1 -0.407
O -0.34851 0.69285 -0.74071 0.7 -0.6 -0.5 0.140
C 1.82564 0.01260 -1.51807 0.7 0.1 -0.6 -0.525
F 3.07359 -0.30411 -1.14403 -0.6 -0.4 0.7 0.161
F 1.36464 -0.99168 -2.26214 -0.1 0.0 0.0 0.168
F 2.00080 1.09186 -2.28558 -0.4 0.5 -0.7 0.151
H -0.59141 2.40125 1.05240 0.2 0.1 0.3 0.079
H 0.75349 2.85233 2.09806 1.0 0.6 0.3 0.057
H -0.76728 2.24263 2.77856 -0.2 0.2 0.4 0.044
H -0.37881 -0.00455 1.82520 -0.2 0.0 0.1 0.107
H 1.05916 0.50838 2.76532 0.2 -0.4 0.0 0.122
C 5.58349 -3.30083 3.81026 0.2 0.0 0.2 -0.062
C 4.16237 -3.50968 3.37788 0.5 -2.4 -0.2 -0.190
O 3.37890 -3.60289 4.57838 -1.0 -0.6 0.4 0.026
C 2.77010 -2.51741 5.00721 0.6 0.8 -0.5 -0.412
O 2.92030 -1.40765 4.57877 -0.3 0.1 -0.3 0.156
C 1.99030 -2.74034 6.29820 -0.4 -0.9 0.5 -0.539
F 1.38925 -3.95481 6.35963 0.0 0.9 -0.2 0.152
F 2.90330 -2.72229 7.26137 0.5 0.0 0.7 0.177
F 1.11106 -1.77216 6.56479 0.1 -0.5 -0.5 0.175
H 5.88422 -4.19203 4.35312 0.3 0.0 0.0 0.086
H 5.63423 -2.47146 4.49384 0.0 0.5 0.3 0.073
H 6.26911 -3.08878 2.99885 0.0 -0.2 -0.3 0.082
H 4.09218 -4.58549 2.91754 -0.3 2.3 0.5 0.166
H 3.77054 -2.71241 2.78556 -0.3 0.3 -0.7 0.102
C 1.27679 3.44851 -4.70264 -1.0 0.5 0.2 -0.055
C 2.05374 2.29356 -5.19270 -0.3 -1.2 0.1 -0.208
O 1.49575 1.95794 -6.47431 0.7 -0.5 0.0 0.042
C 2.26884 1.39134 -7.38727 1.0 -0.1 -0.4 -0.367
O 3.45156 1.15247 -7.44329 -1.3 0.6 1.1 0.170
C 1.38991 1.10054 -8.58358 1.4 -1.1 -1.7 -0.593
F 0.25513 0.56164 -8.25757 -1.5 -0.7 0.5 0.198
F 1.15362 2.16975 -9.31239 -0.3 1.3 -0.3 0.193
F 2.04205 0.24320 -9.41458 -0.2 0.0 0.4 0.137
H 1.85358 3.86987 -3.90914 0.0 0.5 0.9 0.073
H 0.25804 3.22631 -4.37731 0.2 -0.2 0.1 0.083
H 1.17484 4.21683 -5.47464 0.3 -0.2 0.0 0.096
H 2.08555 1.37304 -4.57388 -0.6 0.6 -0.3 0.117
H 3.06489 2.58993 -5.25547 1.3 0.3 -0.7 0.113
C -1.17473 -0.55994 -4.63563 1.3 0.2 0.2 -0.052
C -2.66752 -0.74390 -4.83717 0.7 1.2 1.9 -0.246
O -3.07404 -1.79253 -3.91733 -0.2 -0.3 -0.8 -0.275
S -4.55433 -2.36446 -4.09382 -0.2 0.2 -0.4 0.578
C -5.44265 -0.88561 -3.66562 0.7 1.4 -0.4 -0.117
O -4.77924 -2.77485 -5.46428 0.2 0.5 1.2 -0.282
O -4.67247 -3.28235 -3.00651 -0.2 -0.3 -0.1 -0.285
H -0.77833 0.33872 -5.15915 -0.6 -0.2 0.3 0.084
H -0.62290 -1.35228 -5.15428 0.0 -0.2 0.5 0.057
H -0.83409 -0.47412 -3.53778 -0.8 -0.3 -1.7 0.100
H -3.14267 0.17541 -4.44409 -0.1 -0.4 -0.7 0.084
H -2.95008 -0.96159 -5.85173 -0.1 -0.2 -0.4 0.120
H -5.19410 -0.07009 -4.41708 -0.2 -1.0 1.0 0.083
H -5.02135 -0.63691 -2.66677 -0.4 0.1 -0.6 0.061
H -6.52762 -0.92473 -3.64135 0.0 -0.7 0.0 0.078
C 0.20416 -2.66720 1.87284 -1.3 1.1 0.1 -0.069
O -1.18655 -2.75526 2.16188 -0.1 -0.5 1.1 -0.173
C -2.02133 -2.86125 1.03590 -1.1 0.2 0.8 -0.210
C -1.89509 -4.15561 0.32852 0.4 -0.2 -0.9 -0.173
O -0.80126 -4.15203 -0.58766 -0.1 -0.5 0.4 -0.130
C -1.20895 -3.75656 -1.86587 -0.1 0.7 -1.0 -0.187
C -0.05491 -4.05099 -2.89671 -2.5 -1.3 1.1 -0.160
O 0.19919 -5.45489 -2.94471 -0.5 -0.3 -0.7 -0.178
C -0.76723 -6.21684 -3.67502 0.4 0.1 -0.6 -0.102
H 0.60703 -2.01800 2.63875 0.4 0.0 0.3 0.074
H 0.19827 -2.12599 0.93662 1.0 -0.1 -0.6 0.075
H 0.73612 -3.60263 1.84898 0.0 -0.5 -0.3 0.094
H -1.73886 -2.07567 0.37407 -0.1 1.0 -0.9 0.106
H -3.08251 -2.73009 1.36589 0.9 0.1 0.0 0.128
H -2.82769 -4.47088 -0.14840 0.0 0.2 -0.3 0.126
H -1.67454 -4.87500 1.06766 0.3 -1.1 0.9 0.123
H -1.51564 -2.67131 -1.83832 0.4 -0.7 -0.4 0.127
H -2.13292 -4.30813 -2.13116 0.4 0.1 -0.2 0.111
H 0.83353 -3.63067 -2.51738 1.1 0.7 0.2 0.090
H -0.35257 -3.70734 -3.88717 0.1 0.4 -0.1 0.113
H -0.32532 -7.16872 -3.96915 0.2 -0.1 0.5 0.084
H -1.03989 -5.79516 -4.65446 0.1 0.6 0.2 0.086
H -1.70326 -6.40074 -3.15274 0.0 0.1 0.4 0.081
C 5.73609 -0.23188 -8.99600 -0.1 -1.5 1.1 -0.087
O 6.48179 0.38821 -7.92377 -0.4 0.5 -1.9 -0.197
C 6.76061 -0.35433 -6.77662 0.4 -0.7 -1.0 -0.226
C 5.68544 -0.23419 -5.75963 0.2 0.0 0.8 -0.232
O 4.76711 -1.28660 -5.95225 -1.3 -0.1 1.5 -0.124
C 3.90584 -1.48418 -4.78830 0.5 -0.3 -1.0 -0.165
C 2.81762 -2.45296 -5.13278 -1.0 -1.4 -0.3 -0.172
O 1.76457 -1.80716 -5.89516 0.7 0.3 1.5 -0.214
C 1.33105 -2.54195 -6.98715 -0.7 -0.5 -0.8 -0.134
H 4.71038 -0.53124 -8.63687 1.0 0.3 -0.5 0.076
H 6.26881 -1.15793 -9.37497 -0.4 0.8 0.5 0.097
H 5.65767 0.44823 -9.83891 0.0 0.3 0.3 0.080
H 7.69999 0.07414 -6.40992 -0.1 -0.3 0.1 0.129
H 6.86833 -1.43511 -7.03895 0.3 0.6 0.3 0.140
H 5.24900 0.76098 -5.84608 -0.4 0.0 -0.1 0.116
H 6.14543 -0.28906 -4.76816 0.0 -0.2 0.3 0.123
H 3.41834 -0.58002 -4.46430 -0.1 0.8 -0.1 0.101
H 4.46802 -1.85140 -3.92390 0.3 -0.1 -0.1 0.131
H 2.32210 -2.89513 -4.23964 0.5 0.6 -0.1 0.113
H 3.22547 -3.37434 -5.64210 -0.3 1.1 0.0 0.146
H 0.87771 -3.54023 -6.74274 0.7 0.6 0.0 0.100
H 2.20772 -2.60365 -7.62462 -0.2 -0.6 -0.7 0.091
H 0.51734 -1.99816 -7.51055 0.6 0.0 0.3 0.086
C -5.91081 -3.08492 1.24622 1.3 -2.9 -0.4 -0.131
O -5.37953 -1.84419 1.48451 -0.5 0.5 1.8 -0.202
C -5.15724 -1.20807 0.29307 -1.3 1.4 -0.4 -0.252
C -4.53945 0.12932 0.55625 -0.3 1.3 0.7 -0.198
O -4.27057 0.61658 -0.72576 0.8 1.0 -0.3 -0.141
C -3.54326 1.85808 -0.77381 -1.2 -1.1 -1.4 -0.148
C -3.53038 2.28985 -2.20663 1.0 1.0 0.7 -0.247
O -4.79528 2.64728 -2.61436 -1.2 -0.1 -1.1 -0.152
C -4.79254 3.21003 -3.92102 -0.9 1.3 1.7 -0.084
H -5.15835 -3.59245 0.55584 -0.9 0.0 0.6 0.093
H -6.85069 -3.10028 0.67653 -0.1 0.3 0.4 0.093
H -5.94203 -3.72052 2.18223 -0.2 1.0 -0.9 0.115
H -6.15749 -1.05328 -0.25054 1.4 -0.3 0.3 0.166
H -4.43345 -1.75612 -0.27320 0.2 -0.6 -1.0 0.108
H -3.59455 0.03774 1.15252 -0.7 0.0 -0.2 0.140
H -5.27114 0.82758 1.09254 1.0 -0.8 -0.5 0.145
H -2.52206 1.76375 -0.49525 0.9 -0.4 0.8 0.091
H -4.04605 2.63923 -0.24371 -0.4 0.4 0.9 0.130
H -3.09452 1.53547 -2.83757 0.3 -0.6 -0.4 0.107
H -2.85688 3.17408 -2.21488 -0.1 -0.2 -0.3 0.141
H -4.27705 4.14887 -3.86090 0.5 0.8 -0.1 0.081
H -5.80215 3.46560 -4.21892 -0.3 -0.3 0.1 0.093
H -4.32147 2.65330 -4.66790 0.8 -1.5 -1.1 0.061
C 6.98949 1.39367 5.83494 0.0 0.1 0.0 -0.089
O 6.10774 0.81485 4.82890 0.1 1.7 1.3 -0.175
C 6.82289 0.55213 3.65073 -0.2 -0.6 0.0 -0.237
C 5.90543 0.19985 2.51137 -0.8 0.5 -0.1 -0.177
O 5.37355 1.37819 1.93687 0.9 0.7 0.8 -0.124
C 4.60181 1.18707 0.79691 -1.4 0.0 1.7 -0.223
C 4.15543 2.51312 0.29226 -0.9 0.8 -0.6 -0.185
O 3.09131 3.18313 0.98139 0.3 -0.3 0.3 -0.178
C 2.99093 4.56936 0.62666 0.0 -1.4 1.5 -0.075
H 7.81425 0.69769 5.95244 0.5 0.0 0.0 0.070
H 6.53957 1.44787 6.85459 -0.3 0.0 -1.1 0.092
H 7.42118 2.41751 5.59042 -0.8 -1.2 -0.1 0.105
H 7.41953 -0.31095 3.87621 0.8 -0.8 -0.2 0.112
H 7.48507 1.34244 3.35839 0.4 0.8 -0.1 0.122
H 5.04103 -0.30165 2.97361 0.3 -0.8 -0.4 0.122
H 6.45405 -0.36209 1.71311 -0.5 0.0 0.7 0.143
H 3.71745 0.57125 1.04255 0.3 0.0 -0.2 0.122
H 5.21026 0.71718 0.06662 0.4 -0.6 -1.2 0.115
H 3.81136 2.36071 -0.73537 0.2 0.1 -0.3 0.117
H 5.00071 3.16580 0.32017 0.8 0.5 -0.3 0.122
H 3.44421 5.23126 1.34952 0.8 0.0 0.2 0.090
H 1.97121 4.80160 0.68619 -1.7 0.3 -0.1 0.064
H 3.31578 4.73724 -0.35266 0.7 0.4 -1.5 0.068
C -1.38475 1.36547 4.96447 -1.2 -0.9 2.9 -0.134
O -2.57839 1.51651 4.28871 -1.2 -0.1 -0.5 -0.181
C -3.40900 0.37018 4.35331 -0.3 -1.6 -0.4 -0.175
C -4.82653 0.71499 3.88600 2.1 2.0 0.5 -0.220
O -5.53442 1.19300 4.99532 -0.9 -0.2 0.5 -0.118
C -6.85021 1.54058 4.58816 0.5 0.7 0.6 -0.188
C -7.78443 0.41899 4.28072 0.4 -2.1 -0.6 -0.232
O -8.40077 -0.18005 5.40820 -0.3 -0.8 -0.5 -0.186
C -9.39425 -1.14585 4.95510 -0.2 1.4 1.3 -0.089
H -0.89144 0.45736 4.68135 0.5 -0.7 -0.1 0.082
H -1.55033 1.38068 6.10887 0.2 -0.4 -1.5 0.129
H -0.79622 2.19220 4.77540 1.3 1.6 -0.5 0.031
H -3.50369 -0.02401 5.40310 0.3 0.3 -0.8 0.143
H -3.00091 -0.46715 3.67429 -0.3 1.0 1.0 0.141
H -5.35055 -0.07760 3.42722 -0.2 -1.1 -0.7 0.076
H -4.66656 1.57297 3.18442 -0.4 -0.6 0.0 0.131
H -6.71443 2.10270 3.66538 -0.4 0.3 -0.3 0.119
H -7.28936 2.21021 5.34870 0.2 -0.3 -0.2 0.143
H -7.23119 -0.42420 3.68720 -1.0 1.5 0.7 0.146
H -8.57556 0.84016 3.67043 -0.2 0.0 -0.6 0.118
H -9.78915 -1.61255 5.87354 0.3 0.0 -0.5 0.089
H -9.01075 -1.88406 4.24978 0.2 0.1 0.0 0.079
H -10.24172 -0.57832 4.51865 0.4 -0.4 -0.1 0.088
```
Forces are in eV/Å.

The value obtained for the LUMO energy is 0.375 eV. The SMILES is CCOC(=O)C(F)(F)F.CCOC(=O)C(F)(F)F.CCOC(=O)C(F)(F)F.CCOC(=O)C(F)(F)F.CCOS(C)(=O)=O.COCCOCCOC.COCCOCCOC.COCCOCCOC.COCCOCCOC.COCCOCCOC. The relative energy (zero: lowest compared OMol25 entry of this formula, charge and spin) comes out at 0.000 eV. Its highest occupied orbital energy is -9.27 eV.

(2)
# C2H6N2O2

A 2-piece molecular cluster, C2H6N2O2 overall at a distorted geometry (ωB97M-V/def2-TZVPD, OMol25).

Structure (XYZ):
```
12
Properties=species:S:1:pos:R:3:forces:R:3:lowdin_charge:R:1
H 1.67446 0.28353 -0.53914 0.9 0.9 -1.5 0.070
N 0.83635 -0.10793 -0.21806 -2.7 -0.8 1.4 0.079
C -0.35325 0.11349 -0.66418 3.1 0.1 0.6 -0.172
C -0.54150 1.00977 -1.86118 0.9 2.6 2.0 -0.066
H -1.07490 -0.37769 0.05200 -0.2 0.8 -1.6 0.134
H -0.85654 2.02962 -1.49215 0.1 -0.9 0.2 0.102
H 0.35881 1.33254 -2.44165 -0.6 -1.3 0.4 0.100
H -1.36701 0.76446 -2.40794 -1.9 -1.0 -2.0 0.030
O -0.27014 -1.87768 3.68707 0.9 0.1 0.3 -0.007
N -0.19412 -1.54167 2.56037 -1.2 0.2 -1.4 -0.203
O 0.96345 -1.00796 2.15713 0.2 0.2 0.7 -0.071
H 0.82439 -0.62048 1.16773 0.3 -0.8 0.7 0.004
```
Forces are in eV/Å.

The value obtained for the LUMO energy is 0.487 eV. The SMILES is [H]/N=C\C.O=NO. The relative energy (zero: lowest compared OMol25 entry of this formula, charge and spin) comes out at 4.604 eV. Its highest occupied orbital energy is -8.99 eV.

(3)
# C30H24N4S4Tl

C30H24N4S4Tl as an isolated structure (ωB97M-V/def2-TZVPD, OMol25).

Structure (XYZ):
```
63
Properties=species:S:1:pos:R:3:forces:R:3:lowdin_charge:R:1
Tl -0.10335 -0.15142 0.21596 0.2 0.0 -0.1 0.421
S -2.45441 0.31582 0.57314 0.0 0.0 0.1 0.671
C -2.36688 0.68279 2.30565 0.0 0.0 0.0 -0.644
C -3.14200 1.74637 2.76835 0.0 0.0 0.0 -0.105
C -3.16977 2.08137 4.11351 0.0 0.0 -0.1 -0.060
C -2.41053 1.36754 5.02832 0.0 0.0 0.0 -0.067
C -1.63486 0.30829 4.58881 0.0 0.0 0.0 -0.098
C -1.61332 -0.04587 3.24152 0.0 0.0 0.1 -0.540
S -0.49984 -1.34658 2.78414 0.0 0.0 0.0 0.945
C -1.59658 -2.65692 2.14681 0.0 0.0 0.0 -0.353
C -0.83520 -3.46528 1.13412 0.0 -0.1 0.1 -0.345
C -0.41678 -4.75317 1.40778 0.0 0.0 0.0 -0.002
C 0.31332 -5.43244 0.43866 0.0 0.0 0.0 -0.024
C 0.57573 -4.80736 -0.76287 0.0 0.0 0.0 -0.004
C 0.10141 -3.51247 -0.96350 0.0 0.0 -0.1 -0.330
C 0.30004 -2.88215 -2.32527 0.0 0.0 0.0 -0.357
S -0.26714 -1.17131 -2.55152 -0.1 0.0 0.0 0.926
C 1.22686 -0.30870 -2.95448 0.0 0.0 -0.1 -0.556
C 1.33194 0.21616 -4.24056 0.0 0.0 0.0 -0.095
C 2.44255 0.95679 -4.60956 0.0 0.0 0.0 -0.066
C 3.45281 1.17739 -3.68507 0.0 0.0 0.0 -0.062
C 3.34571 0.67626 -2.39716 0.0 0.0 0.0 -0.107
C 2.23461 -0.07138 -2.00971 0.0 0.1 0.0 -0.655
S 2.20462 -0.70342 -0.35610 0.0 -0.1 -0.1 0.670
N -0.57012 -2.85667 -0.02932 0.0 0.1 0.1 0.072
H -3.72214 2.31523 2.05362 0.0 0.0 0.0 0.107
H -3.78274 2.90961 4.44336 0.0 0.0 0.0 0.114
H -2.42420 1.62783 6.07793 0.0 0.0 0.0 0.112
H -1.04056 -0.26111 5.29173 0.0 0.0 0.0 0.107
H -2.45744 -2.17596 1.68535 0.0 0.0 0.0 0.065
H -1.91366 -3.27107 2.98580 0.0 0.0 0.0 0.093
H -0.65136 -5.21330 2.35798 0.0 0.0 0.0 0.122
H 0.66541 -6.43878 0.62225 0.0 0.0 0.0 0.120
H 1.13081 -5.30958 -1.54433 0.0 0.0 0.0 0.126
H -0.27180 -3.46586 -3.04894 0.0 0.0 0.0 0.094
H 1.34576 -2.92875 -2.62557 0.0 0.0 0.0 0.101
H 0.53588 0.03136 -4.94999 0.0 0.0 0.0 0.109
H 2.51910 1.35210 -5.61318 0.0 0.0 0.0 0.112
H 4.32630 1.75329 -3.96120 0.0 0.0 0.0 0.113
H 4.12557 0.86719 -1.67177 0.0 0.0 0.0 0.106
C -2.17011 4.10344 -3.78662 0.0 0.0 0.0 -0.062
C -2.09515 2.73854 -3.55870 0.0 0.0 0.0 -0.057
C -1.42361 2.26679 -2.44224 0.0 -0.1 0.0 -0.045
C -0.83576 3.15240 -1.55389 -0.1 0.0 0.1 -0.242
C -0.91145 4.52592 -1.77874 0.0 0.0 0.1 -0.013
C -1.57696 4.99332 -2.89574 0.0 0.0 0.0 -0.062
N -0.16817 2.58049 -0.42738 0.2 0.0 -0.2 0.045
N 0.23868 3.40387 0.39710 0.1 0.1 0.0 0.105
C 0.98591 2.88562 1.49152 -0.1 0.0 0.2 -0.290
C 1.66635 3.82859 2.24417 0.0 0.1 0.0 0.016
C 2.43651 3.39619 3.30981 0.0 0.0 0.0 -0.029
C 2.48722 2.04078 3.58698 0.0 0.0 0.0 -0.025
C 1.75582 1.17621 2.78980 0.0 0.0 0.0 -0.141
N 1.01284 1.58653 1.76424 -0.1 0.0 0.1 0.044
H -2.69017 4.47877 -4.65800 0.0 0.0 0.0 0.111
H -2.55876 2.04239 -4.24473 0.0 0.0 0.0 0.113
H -1.36932 1.20536 -2.24696 0.0 0.0 0.0 0.038
H -0.44696 5.20866 -1.08215 0.0 0.0 0.0 0.108
H -1.63601 6.05800 -3.07755 0.0 0.0 0.0 0.111
H 1.57964 4.87156 1.97539 0.0 0.0 0.0 0.121
H 2.98595 4.10521 3.91421 0.0 0.0 0.0 0.119
H 3.07683 1.65175 4.40475 0.0 0.0 0.0 0.117
H 1.77224 0.10895 2.97795 0.0 0.0 0.0 0.083
```
Forces are in eV/Å.

Its charge is +1. The value obtained for the LUMO energy is -3.428 eV. Its highest occupied orbital energy is -10.88 eV.

(4)
# C3H8N2

A 2-piece molecular cluster, C3H8N2 overall at a distorted geometry (ωB97M-V/def2-TZVPD, OMol25).

Structure (XYZ):
```
13
Properties=species:S:1:pos:R:3:forces:R:3:lowdin_charge:R:1
H 1.26029 0.87943 0.21155 -0.3 -0.5 -0.7 0.043
N 1.46431 0.17914 -0.52665 2.1 2.1 -0.5 0.078
C 1.51422 -0.95443 -0.00726 -4.1 -1.7 -1.0 -0.377
N 1.78198 -2.16541 -0.76395 0.5 1.1 1.0 0.018
H 0.81734 -1.00403 0.80363 0.5 -1.1 1.7 0.089
H 2.62313 -1.79909 -1.17382 0.4 -0.9 -1.5 0.046
H 1.06938 -2.52528 -1.43769 0.9 1.0 0.9 0.093
C -1.90849 0.60992 0.29542 -0.5 0.2 -0.1 -0.086
C -1.46215 1.80897 0.83952 -0.8 -1.3 -3.1 -0.089
H -2.96068 0.14370 0.36662 1.7 0.9 1.3 0.064
H -1.37785 -0.10929 -0.41234 -0.1 2.0 0.6 0.043
H -1.96987 2.40004 1.56718 -1.0 -0.3 0.5 0.016
H -0.85161 2.53631 0.23780 0.7 -1.6 0.8 0.061
```
Forces are in eV/Å.

The value obtained for the LUMO energy is 0.871 eV. The SMILES is [H]/N=C/N.C=C. The relative energy (zero: lowest compared OMol25 entry of this formula, charge and spin) comes out at 4.328 eV. Its highest occupied orbital energy is -9.77 eV.